This record from the Open Molecules 2025 dataset describes a molecular structure, C31H40N2O7P4Si2Zr at a distorted geometry. The level of theory is the ωB97M-V functional and the def2-TZVPD basis.

The geometry in XYZ format:
```
87
Properties=species:S:1:pos:R:3:forces:R:3:mulliken_charge:R:1
Zr 0.362093 -0.075940 -0.644931 -0.6484 0.8765 2.8016 -0.17
C -1.696011 2.907658 -2.713916 0.0658 -0.4276 0.0327 -1.10
Si -2.366108 1.168693 -2.388164 -0.6065 0.2333 -0.6479 0.29
C -4.233719 1.409900 -2.141676 0.3103 -0.1881 0.0852 -1.08
C -2.054706 -0.031315 -3.803955 0.0215 0.3296 0.2220 -1.01
N -1.640464 0.409288 -0.981330 -0.3518 0.6248 0.3667 0.21
P -2.033818 0.619946 0.602266 -0.1263 0.6097 0.3430 2.76
C -0.596570 0.357002 1.510670 -0.8280 -1.6737 -1.4460 -2.87
P -0.115667 -1.269158 1.814062 0.3917 0.1231 0.6503 3.57
N 1.155296 -1.537688 0.781049 -0.0625 0.3092 0.2517 0.55
Si 2.743002 -2.025320 1.311775 0.8197 -0.4457 0.4986 0.00
C 4.203713 -1.677744 0.157704 -0.4839 -0.0446 -0.1897 -1.13
C 3.338764 -1.176460 2.903370 -0.2677 -0.1827 -0.1636 -1.16
C 2.694601 -3.913901 1.530947 0.0374 0.3784 0.0319 -0.98
C -1.239909 -2.690713 1.587733 0.0230 0.1984 -0.0679 0.23
C -2.183283 -3.022668 2.557985 -0.0585 0.0901 -0.0390 -0.11
C -3.011699 -4.118418 2.378624 -0.0449 0.0164 0.0670 -0.95
C -2.899132 -4.896570 1.234688 -0.0109 0.0272 -0.0303 -0.68
C -1.970345 -4.563890 0.260504 -0.0843 -0.0618 -0.1034 -0.66
C -1.149394 -3.459409 0.428367 0.0332 0.0236 0.1897 -1.02
C 0.369810 -1.432248 3.562591 -0.1516 0.1846 -0.0327 0.23
C 0.572166 -0.254132 4.276661 -0.1029 -0.0608 -0.0554 -0.59
C 0.995298 -0.299010 5.595061 0.0095 0.0109 0.0714 -0.67
C 1.207087 -1.523286 6.213576 0.0154 0.0382 -0.0374 -0.55
C 0.979390 -2.701388 5.514982 -0.0128 -0.1015 0.0170 -0.93
C 0.560400 -2.658077 4.194746 -0.0207 -0.0087 -0.0745 -0.27
C -2.425999 2.384396 0.845805 0.0595 -0.0883 0.0008 0.50
C -3.693579 2.912639 1.052412 -0.0038 -0.1372 -0.0715 -0.38
C -3.864802 4.283675 1.190134 -0.0519 0.0655 0.0106 -0.83
C -2.771535 5.131447 1.122727 -0.0191 0.0026 0.0222 -0.55
C -1.500857 4.611150 0.910058 0.0428 0.0279 -0.0349 -0.74
C -1.327842 3.246232 0.769218 -0.2081 -0.0078 0.0734 -0.95
C -3.560120 -0.339242 0.872834 0.2749 -0.0574 -0.0010 0.81
C -3.887887 -1.318091 -0.066062 -0.0292 0.1493 0.1513 -0.69
C -5.029679 -2.084073 0.097870 -0.0297 -0.0701 0.0100 -0.71
C -5.850721 -1.881159 1.198323 0.0181 -0.0498 -0.0546 -0.72
C -5.518627 -0.923912 2.144362 -0.0599 0.0281 0.1030 -0.82
C -4.371301 -0.161351 1.989920 0.1584 0.0293 0.0536 -0.62
H -2.069666 3.284848 -3.669107 -0.0489 -0.0683 -0.0147 0.45
H -0.608467 2.897961 -2.758728 0.0082 0.0743 -0.0311 0.22
H -2.008419 3.606546 -1.937486 -0.0522 -0.0203 0.0603 0.27
H -4.717626 1.584324 -3.105441 0.0637 0.0083 -0.0419 0.47
H -4.429680 2.279470 -1.512049 -0.0049 0.0039 -0.0011 0.25
H -4.711057 0.543989 -1.679710 -0.0463 0.0326 -0.0650 0.25
H -2.402833 0.367241 -4.758819 -0.0174 0.0354 0.0134 0.45
H -2.565097 -0.981456 -3.629591 -0.0034 0.0076 0.0492 0.26
H -0.987678 -0.236714 -3.890478 0.0059 -0.0244 -0.0936 0.20
H 4.241170 -0.622504 -0.106605 0.0587 0.0711 0.0206 0.17
H 4.215433 -2.263468 -0.760309 0.0016 0.0377 -0.0539 0.36
H 5.113089 -1.914282 0.713313 -0.0682 -0.0609 0.1026 0.57
H 2.988533 -0.142972 2.936616 0.0401 0.0133 0.0009 0.32
H 4.429779 -1.160719 2.922088 0.0135 -0.0378 -0.0893 0.56
H 2.997377 -1.678535 3.809464 0.0286 0.0766 -0.0128 0.28
H 2.545505 -4.429219 0.577103 -0.0021 -0.0027 -0.0052 0.36
H 1.887338 -4.223593 2.196362 0.0080 -0.0102 -0.0300 0.19
H 3.635337 -4.275971 1.952691 0.0117 -0.0023 -0.0144 0.41
H -2.264551 -2.421950 3.456148 -0.0167 -0.0183 0.0171 0.56
H -3.744259 -4.371079 3.134829 0.0095 0.0144 0.0057 0.47
H -3.540911 -5.758289 1.101610 0.0120 -0.0043 0.0013 0.39
H -1.885512 -5.167299 -0.634896 0.0136 0.0207 0.0050 0.46
H -0.424056 -3.197937 -0.327616 0.0261 -0.0398 -0.0562 0.64
H 0.386655 0.686772 3.771694 0.0345 0.0252 0.0470 0.33
H 1.160536 0.620919 6.141295 -0.0014 -0.0041 -0.0035 0.42
H 1.548185 -1.561169 7.240218 -0.0266 -0.0005 0.0082 0.40
H 1.123223 -3.657762 6.001764 0.0187 0.0075 -0.0061 0.40
H 0.381108 -3.579333 3.654208 -0.0165 -0.0030 0.0444 0.44
H -4.551161 2.252610 1.091240 -0.0198 0.0676 -0.0142 0.53
H -4.855769 4.690532 1.346362 -0.0010 -0.0175 0.0097 0.43
H -2.906065 6.199262 1.237620 -0.0058 0.0012 -0.0141 0.39
H -0.649228 5.276788 0.851015 0.0165 -0.0301 -0.0073 0.44
H -0.341884 2.829727 0.607466 0.0860 0.0764 0.0562 0.31
H -3.247062 -1.451915 -0.925592 0.0014 -0.0867 -0.0626 0.46
H -5.283635 -2.838588 -0.635642 0.0196 -0.0022 -0.0035 0.45
H -6.748292 -2.474322 1.319797 0.0014 0.0096 0.0035 0.42
H -6.161248 -0.769914 3.002055 0.0354 0.0112 0.0158 0.43
H -4.101900 0.574795 2.738699 -0.0305 -0.0060 0.0186 0.58
O 3.416593 1.750202 -2.667411 0.0075 -0.1547 0.1121 -0.62
P 2.282954 0.931553 -1.959737 1.3912 0.6434 -0.5741 0.47
O 2.170985 1.115337 -0.452178 0.3607 0.0303 -0.2133 -0.57
O 0.903482 1.128854 -2.506502 -0.0238 0.0632 -0.2542 -0.39
O 2.650053 -0.624810 -2.152274 -0.6248 -0.0037 -0.0980 -0.13
P 1.553547 -1.743216 -2.772068 0.7513 -0.8273 -0.6607 1.00
O 2.198399 -3.075570 -2.192190 0.0293 0.0836 -0.0969 -0.65
O 1.530382 -1.676826 -4.221690 -0.0506 -0.0570 -0.0206 -0.76
O 0.255496 -1.543124 -1.967296 0.1902 -0.8134 -0.9320 -0.14
H 4.299084 1.355143 -2.593793 -0.1513 0.0939 -0.0482 0.36
H 2.076285 -3.168307 -1.235110 -0.0500 0.0153 -0.0769 0.20
```
Forces are in eV/Å.

The LUMO energy is 0.0144 Eh. The HOMO-LUMO gap comes out at 0.325 Eh. The molar mass comes out at 823.96 g mol⁻¹. Its energy above the lowest of the compared OMol25 structures with the same formula, charge and spin is 0.947 eV. The total energy comes out at -104314.965 eV.